# 1
Density functional theory data (wB97M-V/def2-TZVPD) for C45H39F3GeN2O3PdSi as an isolated structure.

Each line ends with the Mulliken spin population.
Element x y z (Å)
Pd1 -0.169 -0.678 0.430  1.8922
C1 2.139 -2.958 0.919  -0.0027
Si1 2.512 -1.650 2.253  -0.0011
C2 4.192 -0.768 1.968  0.0235
C3 2.440 -2.545 3.950  0.0233
N1 1.220 -0.475 2.264  0.4347
C4 1.012 0.485 3.153  0.0771
C5 1.904 0.809 4.214  0.1694
C6 1.573 1.729 5.177  -0.0647
C7 0.359 2.409 5.138  0.2175
C8 -0.531 2.162 4.098  -0.0862
C9 -0.199 1.232 3.148  0.1554
F1 -1.089 0.948 2.148  0.0753
H1 2.694 -3.869 1.118  0.0030
H2 2.418 -2.618 -0.074  0.0040
H3 1.077 -3.212 0.893  0.0010
H4 4.849 -1.404 1.386  0.0015
H5 4.695 -0.543 2.902  0.0001
H6 4.055 0.162 1.427  -0.0026
H7 3.261 -3.248 4.013  0.0008
H8 1.514 -3.102 4.048  0.0018
H9 2.513 -1.869 4.795  -0.0032
H10 2.851 0.299 4.257  0.0083
H11 2.262 1.923 5.985  0.0010
H12 0.105 3.115 5.910  0.0067
H13 -1.476 2.677 4.042  0.0006
F2 -1.835 -2.746 5.274  0.0372
C10 -1.892 -2.902 3.942  0.1770
C11 -1.308 -1.931 3.142  -0.0298
C12 -1.317 -2.054 1.765  0.3856
C13 -1.972 -3.158 1.187  -0.0863
C14 -2.542 -4.119 2.032  0.1847
F3 -3.131 -5.216 1.522  0.0146
C15 -2.506 -4.016 3.408  0.0395
C16 -1.961 -3.258 -0.272  0.1314
C17 -2.789 -4.089 -1.031  0.1202
C18 -2.651 -4.108 -2.407  -0.0220
C19 -1.697 -3.297 -3.006  0.1430
C20 -0.938 -2.469 -2.194  0.0127
N2 -1.080 -2.443 -0.876  0.0763
H14 -0.855 -1.095 3.652  0.0029
H15 -2.932 -4.785 4.031  0.0025
H16 -3.524 -4.714 -0.555  0.0027
H17 -3.285 -4.745 -3.004  0.0034
H18 -1.546 -3.299 -4.076  -0.0019
H19 -0.181 -1.812 -2.605  0.0134
C21 -0.593 5.808 0.603  0.0146
C22 -1.319 4.917 1.377  -0.0134
C23 -1.528 3.623 0.936  0.0072
C24 -1.007 3.198 -0.281  0.0384
C25 -0.299 4.101 -1.058  0.0223
C26 -0.085 5.395 -0.615  -0.0081
Ge1 -1.225 1.266 -0.834  0.0752
C27 -3.249 1.057 -0.876  0.1481
C28 -4.119 2.125 -0.731  0.0000
C29 -5.482 1.944 -0.899  -0.0036
C30 -5.985 0.693 -1.210  0.0109
C31 -5.124 -0.384 -1.326  -0.0105
C32 -3.766 -0.204 -1.140  0.0321
C33 -0.628 1.158 -2.765  0.0907
C34 0.617 1.621 -3.169  -0.0005
C35 1.021 1.503 -4.487  -0.0088
C36 0.199 0.885 -5.413  0.0175
C37 -1.028 0.382 -5.011  -0.0142
C38 -1.438 0.521 -3.697  0.0283
H20 -0.432 6.820 0.943  0.0010
H21 -1.725 5.236 2.326  -0.0006
H22 -2.110 2.940 1.539  -0.0015
H23 0.076 3.805 -2.025  0.0051
H24 0.476 6.081 -1.231  0.0000
H25 -3.734 3.107 -0.501  0.0045
H26 -6.149 2.785 -0.789  0.0002
H27 -7.047 0.558 -1.348  0.0010
H28 -5.511 -1.366 -1.556  -0.0004
H29 -3.095 -1.050 -1.210  0.0219
H30 1.279 2.087 -2.454  0.0037
H31 1.982 1.894 -4.791  0.0002
H32 0.508 0.794 -6.445  0.0009
H33 -1.674 -0.113 -5.722  0.0005
H34 -2.408 0.151 -3.400  0.0059
O1 2.664 -1.408 -3.185  -0.0008
C39 3.536 -0.478 -2.742  0.0024
C40 4.785 -0.301 -3.337  0.0001
C41 5.651 0.674 -2.880  0.0000
C42 5.284 1.511 -1.835  0.0012
C43 4.053 1.344 -1.232  0.0131
C44 3.181 0.343 -1.657  0.0374
C45 1.929 0.101 -0.899  0.0393
O2 1.531 0.918 -0.029  0.1298
O3 1.306 -0.965 -1.121  0.1549
H35 3.045 -1.922 -3.910  0.0007
H36 5.081 -0.940 -4.158  0.0001
H37 6.618 0.784 -3.347  -0.0001
H38 5.961 2.276 -1.488  0.0001
H39 3.736 1.971 -0.411  0.0093

E_HOMO (alpha / beta): -9.1 / -10.8 eV
total charge: +1
⟨S²⟩: 8.834
orbital gap (alpha / beta): 5.7741 / 3.6831 eV
energy: -132436.92970 eV
E_LUMO (alpha / beta): -3.326 / -7.068 eV
multiplicity: 6
energy above the lowest of the compared OMol25 structures with the same formula, charge and spin: 6.5 kcal per mole

# 2
Density functional theory data (wB97M-V/def2-TZVPD) for C45H39N5P3Ta as an isolated structure.

Each line ends with the Löwdin charge.
Element x y z (Å)
Ta1 0.077 -0.305 0.093  1.4839
C1 -0.258 -3.745 3.172  -0.0750
N1 -0.189 -2.577 2.253  -0.4740
P1 0.446 -1.035 2.642  0.9174
C2 -0.560 -0.399 3.977  -0.3443
C3 -1.776 -1.017 4.284  -0.0974
C4 -2.528 -0.560 5.353  -0.0293
C5 -2.082 0.520 6.106  -0.0096
C6 -0.873 1.134 5.804  -0.0253
C7 -0.103 0.675 4.748  -0.0651
C8 2.156 -1.056 3.160  -0.3751
C9 2.803 0.183 3.208  -0.1385
C10 4.050 0.286 3.799  -0.0417
C11 4.665 -0.848 4.318  -0.0210
C12 4.036 -2.084 4.245  -0.0243
C13 2.773 -2.193 3.682  -0.0542
P2 -0.988 -2.526 0.780  0.8809
C14 -2.695 -2.964 0.747  -0.3548
C15 -3.650 -2.125 1.345  -0.0931
C16 -4.979 -2.496 1.322  -0.0267
C17 -5.359 -3.688 0.705  0.0069
C18 -4.416 -4.505 0.091  -0.0153
C19 -3.080 -4.145 0.099  -0.0511
C20 -0.071 -3.370 -0.507  -0.3819
C21 0.052 -2.613 -1.686  -0.1656
C22 0.782 -3.092 -2.771  -0.0287
C23 1.375 -4.341 -2.669  0.0079
C24 1.260 -5.094 -1.499  -0.0009
C25 0.553 -4.611 -0.408  -0.0500
H1 -0.066 -3.416 4.192  0.1001
H2 0.475 -4.499 2.889  0.0858
H3 -1.261 -4.171 3.141  0.0991
H4 -2.113 -1.884 3.738  0.0795
H5 -3.452 -1.059 5.614  0.1281
H6 -2.668 0.868 6.947  0.1337
H7 -0.520 1.961 6.406  0.1300
H8 0.858 1.135 4.556  0.0992
H9 2.327 1.078 2.830  0.0807
H10 4.540 1.249 3.863  0.1302
H11 5.636 -0.768 4.791  0.1332
H12 4.518 -2.963 4.653  0.1313
H13 2.286 -3.159 3.663  0.0984
H14 -3.360 -1.193 1.809  0.0897
H15 -5.728 -1.860 1.775  0.1292
H16 -6.403 -3.976 0.697  0.1374
H17 -4.724 -5.421 -0.394  0.1343
H18 -2.349 -4.783 -0.383  0.1130
H19 -0.561 -1.701 -1.838  0.0892
H20 0.862 -2.522 -3.682  0.1166
H21 1.922 -4.745 -3.512  0.1392
H22 1.718 -6.075 -1.450  0.1396
H23 0.464 -5.209 0.490  0.1238
N2 0.429 0.640 -1.968  -0.0399
C26 1.512 0.122 -2.821  -0.3279
C27 1.406 0.117 -4.194  -0.0015
C28 2.471 -0.398 -4.935  -0.0071
C29 3.603 -0.888 -4.298  -0.0104
C30 3.699 -0.860 -2.910  -0.0295
C31 2.646 -0.343 -2.165  -0.3195
P3 2.704 -0.097 -0.374  1.0155
C32 3.937 -1.200 0.269  -0.3899
C33 3.720 -2.570 0.084  -0.0990
C34 4.714 -3.466 0.434  -0.0386
C35 5.920 -2.996 0.951  -0.0175
C36 6.130 -1.636 1.131  -0.0290
C37 5.135 -0.726 0.794  -0.0668
C38 3.007 1.655 -0.148  -0.3811
C39 4.101 2.285 -0.742  -0.0519
C40 4.244 3.660 -0.626  -0.0102
C41 3.292 4.411 0.057  -0.0079
C42 2.191 3.793 0.640  -0.0388
C43 2.059 2.416 0.540  -0.1626
H24 -0.446 0.672 -2.495  0.1251
H25 0.626 1.627 -1.764  0.1181
H26 0.527 0.506 -4.697  0.1378
H27 2.412 -0.411 -6.016  0.1374
H28 4.422 -1.284 -4.885  0.1349
H29 4.586 -1.235 -2.414  0.1271
H30 2.797 -2.931 -0.356  0.0788
H31 4.564 -4.528 0.291  0.1209
H32 6.705 -3.698 1.204  0.1314
H33 7.073 -1.279 1.524  0.1317
H34 5.301 0.335 0.933  0.1141
H35 4.835 1.712 -1.299  0.1261
H36 5.100 4.150 -1.073  0.1346
H37 3.409 5.484 0.136  0.1347
H38 1.459 4.381 1.180  0.1243
H39 1.221 1.936 1.058  0.0463
N3 -1.247 0.966 0.356  -0.1286
C44 -2.158 1.808 0.601  -0.1373
N4 -2.984 2.589 0.823  0.2529
C45 -3.967 3.427 1.090  -0.1831
N5 -4.831 4.152 1.325  0.2916

E_HOMO: -18.8 eV
total charge: +4
orbital gap: 5.5762 eV
energy: -84127.59116 eV
E_LUMO: -13.263 eV
energy above the lowest of the compared OMol25 structures with the same formula, charge and spin: 0.0 kcal per mole

# 3
Density functional theory data (wB97M-V/def2-TZVPD) for C45H40B2InO32 as an isolated structure.

Each line ends with the Löwdin charge.
Element x y z (Å)
C1 2.478 -0.113 -1.353  -0.0669
C2 1.407 -1.271 -1.440  -0.2805
O1 0.187 -0.701 -1.037  -0.0480
B1 -0.602 -1.585 -0.254  -0.6350
O2 -2.000 -1.594 -0.595  -0.0016
In1 0.090 -2.882 1.483  0.4913
B2 1.498 -1.612 2.786  -0.6406
O3 1.194 -1.222 4.129  0.0250
O4 2.739 -1.130 2.239  -0.1130
C3 3.554 -2.263 1.927  -0.1428
H1 2.424 0.506 -2.256  0.0650
H2 3.479 -0.501 -1.150  0.0551
H3 2.153 0.516 -0.517  0.0737
H4 1.414 -1.630 -2.473  0.1005
H5 1.768 -2.077 -0.791  0.0699
H6 -2.250 -0.671 -0.591  0.0336
H7 1.075 -4.252 0.808  -0.0642
H8 -1.336 -3.501 2.408  -0.0702
H9 1.336 -0.272 4.131  0.0570
H10 3.620 -2.407 0.839  0.0720
H11 4.581 -2.123 2.289  0.0813
H12 3.123 -3.165 2.374  0.0559
C4 -4.017 1.413 3.722  0.0668
C5 -2.774 1.756 4.065  -0.2188
C6 -1.684 1.874 3.051  -0.2948
O5 -0.574 2.212 3.412  0.1217
C7 -2.008 1.575 1.656  0.0994
C8 -3.252 1.228 1.317  -0.2217
C9 -4.345 1.137 2.327  -0.3174
O6 -5.469 0.842 1.961  0.1002
O7 -3.585 0.939 0.049  0.1006
O8 -2.442 2.020 5.336  0.0953
H13 -4.814 1.330 4.446  0.1385
H14 -1.208 1.644 0.931  0.1452
H15 -4.529 0.711 0.072  0.1229
H16 -1.492 2.248 5.326  0.0746
C10 4.619 -3.931 -4.224  0.0885
C11 5.766 -4.581 -4.436  -0.2362
C12 7.090 -3.914 -4.266  -0.3155
O9 8.104 -4.558 -4.455  0.1058
C13 7.106 -2.503 -3.881  0.0805
C14 5.959 -1.853 -3.671  -0.2304
C15 4.637 -2.525 -3.818  -0.2977
O10 3.631 -1.885 -3.601  0.1243
O11 5.933 -0.560 -3.317  0.0865
O12 5.793 -5.869 -4.812  0.1048
H17 3.654 -4.404 -4.342  0.1402
H18 8.070 -2.024 -3.775  0.1307
H19 4.988 -0.333 -3.222  0.1131
H20 6.734 -6.092 -4.892  0.1106
C16 8.733 3.360 -6.804  0.0749
C17 9.274 2.534 -5.906  -0.2350
C18 8.493 1.418 -5.294  -0.3035
O13 9.042 0.683 -4.497  0.1146
C19 7.093 1.265 -5.685  0.0867
C20 6.551 2.092 -6.581  -0.2290
C21 7.339 3.191 -7.213  -0.3169
O14 6.803 3.907 -8.037  0.1093
O15 5.271 1.982 -6.963  0.1148
O16 10.547 2.657 -5.505  0.1074
H21 9.290 4.170 -7.254  0.1346
H22 6.534 0.466 -5.224  0.1130
H23 5.132 2.692 -7.611  0.1138
H24 10.683 1.942 -4.861  0.1138
C22 -2.382 -9.037 2.895  0.0654
C23 -1.527 -8.011 2.833  -0.2327
C24 -1.674 -6.927 1.820  -0.3114
O17 -0.882 -6.014 1.820  0.0324
C25 -2.780 -7.024 0.864  0.0961
C26 -3.631 -8.049 0.926  -0.2408
C27 -3.497 -9.121 1.955  -0.3273
O18 -4.314 -10.026 1.976  0.0839
O19 -4.660 -8.178 0.065  0.0894
O20 -0.493 -7.896 3.673  0.1103
H25 -2.286 -9.827 3.625  0.1294
H26 -2.869 -6.239 0.125  0.1425
H27 -5.112 -8.994 0.330  0.1038
H28 -0.046 -7.069 3.413  0.1228
C28 -3.655 -2.099 -3.407  0.0961
C29 -4.519 -3.104 -3.576  -0.2302
C30 -5.371 -3.213 -4.797  -0.3194
O21 -6.129 -4.158 -4.912  0.1005
C31 -5.258 -2.164 -5.810  0.0688
C32 -4.398 -1.158 -5.640  -0.2386
C33 -3.527 -1.063 -4.431  -0.3082
O22 -2.752 -0.132 -4.343  0.1206
O23 -4.266 -0.175 -6.545  0.0992
O24 -4.668 -4.073 -2.660  0.1143
H29 -3.030 -2.012 -2.524  0.1172
H30 -5.891 -2.243 -6.683  0.1312
H31 -3.584 0.414 -6.180  0.1112
H32 -5.342 -4.670 -3.021  0.1101
C34 0.697 6.492 7.650  0.0781
C35 -0.497 7.066 7.486  -0.2360
C36 -1.674 6.299 6.983  -0.3090
O25 -2.743 6.867 6.869  0.1078
C37 -1.483 4.890 6.645  0.0890
C38 -0.287 4.317 6.805  -0.2122
C39 0.884 5.077 7.332  -0.3112
O26 1.944 4.503 7.475  0.1226
O27 -0.073 3.028 6.498  0.0980
O28 -0.706 8.361 7.764  0.1059
H33 1.556 7.038 8.015  0.1358
H34 -2.339 4.347 6.265  0.1290
H35 0.864 2.859 6.696  0.1311
H36 -1.643 8.519 7.562  0.1127
C40 -6.096 6.029 0.935  0.0768
C41 -5.956 5.011 1.790  -0.2260
C42 -5.469 5.225 3.188  -0.3031
O29 -5.370 4.277 3.941  0.1195
C43 -5.123 6.587 3.594  0.0825
C44 -5.262 7.600 2.737  -0.2364
C45 -5.771 7.391 1.350  -0.3198
O30 -5.895 8.353 0.617  0.1051
O31 -4.952 8.861 3.071  0.1054
O32 -6.248 3.754 1.436  0.1131
H37 -6.449 5.888 -0.077  0.1361
H38 -4.756 6.728 4.602  0.1296
H39 -5.144 9.390 2.280  0.1114
H40 -6.075 3.202 2.219  0.0943

E_HOMO: -4.3 eV
total charge: -1
orbital gap: 3.8978 eV
energy: -119358.87093 eV
E_LUMO: -0.380 eV

# 4
Density functional theory data (wB97M-V/def2-TZVPD) for C45H40BClKN13SSb as an isolated structure.

Each line ends with the Mulliken spin population.
Element x y z (Å)
K1 0.126 0.292 0.587  -0.0042
C1 -1.279 -2.243 4.162  0.0012
C2 -1.355 -1.028 3.474  -0.0003
N1 -1.322 -1.228 2.170  -0.0028
N2 -1.230 -2.551 1.984  0.0033
C3 -1.198 -3.191 3.167  0.0011
B1 -1.362 -3.111 0.565  -0.0081
N3 -2.478 -2.328 -0.104  -0.0103
C4 -3.788 -2.513 0.140  0.0024
C5 -4.482 -1.487 -0.456  -0.0002
C6 -3.484 -0.698 -1.032  -0.0006
N4 -2.286 -1.209 -0.804  0.0124
N5 -0.041 -2.937 -0.187  0.3664
C7 1.182 -3.242 0.296  -0.0628
C8 2.140 -3.106 -0.645  0.2780
C9 1.470 -2.632 -1.872  -0.0424
N6 0.063 -2.643 -1.551  0.2148
N7 -1.657 -4.618 0.594  0.0240
C10 -2.471 -5.356 -0.190  -0.0032
C11 -2.215 -6.686 0.058  0.0068
C12 -1.199 -6.661 1.021  0.0005
N8 -0.869 -5.421 1.321  -0.0011
H1 -1.287 -2.409 5.220  0.0003
H2 -1.436 -0.034 3.872  0.0000
H3 -1.106 -4.257 3.213  0.0000
H4 -4.138 -3.342 0.724  -0.0001
H5 -5.543 -1.332 -0.471  0.0001
H6 -3.598 0.203 -1.604  0.0003
H7 1.278 -3.601 1.304  0.0174
H8 3.196 -3.258 -0.557  -0.0058
H9 1.697 -3.202 -2.776  0.0394
H10 -3.163 -4.904 -0.873  -0.0005
H11 -2.679 -7.543 -0.390  0.0003
H12 -0.705 -7.483 1.504  -0.0001
N9 -1.790 4.263 -1.116  -0.0001
C13 -1.638 2.900 -0.639  0.0000
N10 -0.827 2.750 0.520  -0.0001
C14 -0.077 3.720 0.932  0.0006
N11 0.814 3.559 1.925  -0.0001
N12 1.207 2.405 2.300  -0.0002
C15 2.200 2.190 3.083  0.0002
C16 2.554 0.852 3.464  -0.0002
C17 3.615 0.630 4.356  0.0002
C18 3.903 -0.661 4.746  -0.0001
C19 3.123 -1.699 4.254  -0.0021
C20 2.115 -1.381 3.355  0.0023
N13 1.838 -0.158 2.954  0.0023
C21 -0.097 5.065 0.354  0.0002
C22 0.733 6.091 0.785  -0.0002
C23 0.717 7.317 0.150  0.0000
C24 -0.128 7.520 -0.932  0.0000
C25 -0.960 6.512 -1.375  0.0001
C26 -0.954 5.271 -0.738  -0.0002
H13 -2.319 4.386 -1.965  0.0000
H14 -2.644 2.501 -0.411  0.0002
H15 2.807 3.014 3.467  0.0000
H16 4.187 1.469 4.726  0.0000
H17 4.717 -0.858 5.428  0.0000
H18 3.296 -2.724 4.545  0.0000
H19 1.485 -2.153 2.942  0.0000
H20 1.391 5.905 1.619  0.0000
H21 1.370 8.110 0.482  0.0000
H22 -0.123 8.471 -1.446  0.0000
H23 -1.608 6.671 -2.225  0.0000
S1 1.993 -0.871 -2.289  0.0995
Sb1 0.944 -0.890 -4.489  0.0112
C27 0.890 1.235 -4.860  -0.0019
C28 1.988 2.064 -4.707  0.0030
C29 1.882 3.413 -5.000  0.0015
C30 0.677 3.938 -5.441  0.0004
C31 -0.424 3.112 -5.586  0.0001
C32 -0.312 1.763 -5.301  0.0011
C33 2.838 -1.210 -5.504  -0.0027
C34 3.647 -2.259 -5.094  0.0019
C35 4.814 -2.558 -5.772  0.0012
C36 5.179 -1.810 -6.879  0.0007
C37 4.380 -0.758 -7.291  -0.0004
C38 3.212 -0.462 -6.610  -0.0008
C39 -0.734 -3.478 -2.397  0.0602
C40 -1.684 -2.916 -3.239  -0.0154
C41 -2.410 -3.731 -4.091  -0.0026
C42 -2.196 -5.100 -4.097  -0.0002
C43 -1.266 -5.662 -3.238  0.0037
C44 -0.533 -4.854 -2.390  0.0014
H24 2.923 1.653 -4.348  -0.0021
H25 2.741 4.058 -4.880  0.0001
H26 0.601 4.990 -5.676  0.0000
H27 -1.366 3.515 -5.933  0.0000
H28 -1.166 1.109 -5.432  0.0000
H29 3.374 -2.848 -4.227  0.0026
H30 5.437 -3.375 -5.436  0.0001
H31 6.084 -2.050 -7.417  0.0001
H32 4.669 -0.164 -8.147  0.0000
H33 2.591 0.361 -6.939  0.0001
H34 -1.870 -1.851 -3.198  0.0050
H35 -3.147 -3.298 -4.751  -0.0001
H36 -2.757 -5.732 -4.770  -0.0002
H37 -1.115 -6.732 -3.225  0.0000
H38 0.199 -5.280 -1.717  0.0023
Cl1 0.691 2.265 -1.854  0.0010
C45 -1.043 1.991 -1.743  -0.0018
H39 -1.469 2.216 -2.724  0.0002
H40 -1.190 0.943 -1.490  0.0020

E_HOMO (alpha / beta): -6.0 / -6.0 eV
⟨S²⟩: 0.769
orbital gap (alpha / beta): 5.6886 / 3.2838 eV
energy: -113582.13801 eV
E_LUMO (alpha / beta): -0.276 / -2.681 eV
multiplicity: 2
energy above the lowest of the compared OMol25 structures with the same formula, charge and spin: 55.8 kcal per mole